Computed, not measured: 4 unconnected molecules or ions with the total composition C4H10O, with the ωB97M-V functional and the def2-TZVPD basis.

The geometry in XYZ format:
```
15
Properties=species:S:1:pos:R:3:nbo_charge:R:1
O 0.495 -1.290 0.155 -0.62
C -1.645 -0.936 0.449 -0.18
C 2.063 0.551 0.420 -0.68
C 1.161 -0.366 -0.406 0.23
C -1.985 0.244 -0.193 -0.61
H 2.938 -0.023 0.758 0.23
H -2.496 0.192 -1.158 0.23
H -1.457 -0.961 1.519 0.21
H 2.412 1.412 -0.166 0.21
H -0.683 0.704 -0.709 0.17
H -1.773 -1.897 -0.040 0.21
H 1.481 -0.524 -1.462 0.15
H -2.203 1.135 0.400 0.23
H 0.206 0.687 -0.856 0.00
H 1.523 0.903 1.309 0.22
```

Results
ΔE to the lowest compared entry with this formula, charge and spin in kcal per mole: 94.1
F_max in eV/A: 1.10
HOMO in eV: -9.275
DFT total energy in eV: -6353.7234

***

Computed, not measured: a molecular structure, C9H56NO20Pd, with the ωB97M-V functional and the def2-TZVPD basis.

The geometry in XYZ format:
```
87
Properties=species:S:1:pos:R:3:lowdin_spin:R:1
Pd 25.386 -11.088 -4.139 1.54
O 25.579 -8.868 -5.030 0.64
O 23.653 -11.436 -5.303 0.05
O 25.833 -8.454 -11.516 0.00
O 28.628 -6.461 -2.005 0.00
O 28.653 -9.111 -5.194 0.00
O 27.554 -5.205 -4.844 0.01
O 27.142 -3.996 -2.504 0.00
O 23.994 -6.523 0.171 0.00
O 24.508 -2.076 -5.479 0.00
O 24.088 -2.214 -2.480 0.00
O 28.572 -4.717 -7.269 0.00
O 22.845 -6.488 -10.545 0.00
O 23.869 -11.468 -8.168 0.00
O 20.699 -5.891 -8.528 0.00
O 24.159 -10.262 -2.520 0.07
O 24.390 -4.246 -11.106 0.00
O 27.401 -10.500 -2.975 0.03
O 23.473 -9.891 -10.542 0.00
O 20.669 -8.452 -7.523 0.00
O 29.784 -8.807 -7.642 0.00
N 25.247 -7.414 -5.389 0.49
C 24.093 -5.327 -4.933 0.00
C 24.081 -8.105 -7.643 0.02
C 24.758 -6.790 -2.988 0.01
C 25.136 -7.259 -6.947 0.04
C 26.527 -7.456 -7.513 0.01
C 23.703 -5.128 -6.448 0.00
C 24.815 -5.762 -7.290 0.01
C 22.800 -7.530 -4.501 0.03
C 24.225 -6.850 -4.473 0.03
H 28.994 -8.885 -6.059 0.00
H 22.053 -6.900 -4.018 0.00
H 24.972 -4.739 -4.669 0.00
H 27.886 -9.759 -3.338 0.00
H 27.217 -6.719 -7.103 0.00
H 29.705 -8.122 -8.305 0.00
H 24.288 -8.334 -8.689 0.00
H 27.824 -8.638 -5.132 0.00
H 22.431 -7.747 -5.504 0.00
H 24.644 -4.638 -11.941 0.00
H 28.068 -5.955 -2.594 0.00
H 23.138 -12.082 -8.227 0.00
H 23.126 -7.580 -7.663 0.00
H 23.719 -10.846 -8.880 0.00
H 24.414 -5.607 -8.292 0.00
H 21.259 -8.433 -6.769 0.00
H 26.962 -8.437 -7.321 0.00
H 26.389 -7.350 -8.589 0.00
H 22.763 -8.486 -3.980 0.00
H 26.483 -3.997 -1.810 0.00
H 26.474 -9.163 -11.552 0.00
H 27.885 -5.261 -7.655 0.00
H 24.153 -6.839 -0.718 0.00
H 22.173 -6.475 -9.864 0.00
H 25.048 -7.751 -2.562 0.00
H 22.559 -9.614 -10.472 0.00
H 22.691 -5.520 -6.554 0.00
H 24.009 -4.970 -10.608 0.00
H 25.608 -5.016 -7.242 0.00
H 22.791 -11.838 -5.192 0.00
H 20.273 -5.900 -9.385 0.00
H 23.334 -4.792 -4.362 0.00
H 20.328 -5.130 -8.083 0.00
H 25.419 -5.973 -2.700 0.00
H 24.249 -7.253 0.735 0.00
H 20.699 -7.562 -7.874 0.00
H 28.501 -6.056 -1.147 0.00
H 27.934 -10.798 -2.238 0.00
H 23.338 -9.770 -2.491 0.00
H 26.778 -5.766 -4.846 0.00
H 24.093 -10.880 -1.792 0.00
H 24.711 -2.935 -5.850 0.00
H 27.279 -3.071 -2.705 0.00
H 23.896 -8.960 -6.992 0.00
H 22.832 -7.385 -10.878 0.00
H 27.462 -4.671 -4.055 0.00
H 24.090 -2.095 -3.430 0.00
H 23.710 -4.051 -6.614 0.00
H 25.158 -8.771 -10.915 0.00
H 23.894 -6.528 -2.378 0.00
H 23.779 -11.397 -6.251 0.00
H 23.163 -2.309 -2.253 0.00
H 28.450 -4.811 -6.324 0.00
H 23.519 -10.356 -11.378 0.00
H 25.104 -1.475 -5.926 0.00
H 30.661 -8.689 -7.278 0.00
```

Results
F_max in eV/A: 5.97
Net charge: +2
Expectation value of S²: 3.764
HOMO (spin up / spin down) in eV: -14.441 / -14.440
Spin multiplicity: 4
DFT total energy in eV: -56141.3620

***

Computed, not measured: 2 unconnected molecules or ions with the total composition C22H31F11IN5O5S, with the ωB97M-V functional and the def2-TZVPD basis.

The geometry in XYZ format:
```
76
Properties=species:S:1:pos:R:3:mulliken_charge:R:1
I -0.294 4.641 0.643 0.17
S -0.928 -0.850 -0.990 0.81
F 1.106 1.333 -8.257 -0.29
F -0.241 -2.573 -2.963 -0.23
F 3.847 1.332 -6.099 -0.20
F 1.556 2.254 -5.732 -0.29
F -0.468 1.493 -5.952 -0.32
F 2.420 -0.085 -7.285 -0.20
F -0.872 -3.689 -0.955 -0.21
F 3.907 -1.172 -3.573 -0.29
F 2.778 -1.386 -5.407 -0.28
F 5.230 -0.349 -6.026 -0.28
F 1.342 -2.550 -1.184 -0.17
O -2.133 -0.740 -1.950 -0.69
O 2.278 0.293 -3.981 -0.35
O -1.060 2.098 2.292 -0.07
O -0.070 -2.528 3.596 -0.59
O 0.101 0.233 -1.443 -0.53
N 0.696 -3.735 1.621 0.41
N -3.644 -0.014 0.609 0.04
N -1.257 -0.922 0.695 0.76
N 1.668 4.966 6.352 -0.46
N -3.074 2.555 1.101 -0.43
C -0.110 -2.516 -1.458 0.65
C -1.831 1.639 1.138 -0.31
C -2.288 0.027 1.224 -0.70
C 4.392 0.410 -5.269 0.23
C 0.597 3.596 3.409 0.55
C 1.400 2.150 1.361 -0.64
C 3.329 -0.464 -4.579 0.70
C 2.233 5.207 4.996 -0.21
C 0.527 4.029 6.165 -0.15
C 0.225 -2.457 2.278 -0.64
C 0.847 1.106 -5.907 0.81
C 0.000 -4.940 2.217 -0.82
C 2.201 -3.875 1.606 -0.84
C -0.064 3.301 4.866 -0.38
C 1.016 0.226 -4.658 -0.40
C 0.016 -1.002 1.479 0.09
C -2.527 -0.397 2.827 -1.09
C 1.821 4.659 3.548 -0.40
C -4.537 -1.143 0.922 -0.56
C -3.957 -2.664 0.732 -0.57
C 1.178 0.436 -7.240 0.12
C 0.081 2.943 1.960 -0.21
H -3.494 0.100 3.276 0.31
H -3.568 -3.157 1.742 0.16
H 2.496 -4.153 0.483 0.23
H 3.167 5.953 5.005 0.26
H 0.564 -5.180 3.234 0.37
H -1.637 -0.110 3.523 0.28
H 0.949 -0.918 0.740 0.80
H 4.988 0.942 -4.524 0.23
H 1.789 1.279 2.079 0.16
H 0.298 0.601 -3.919 0.21
H -1.138 -4.722 2.432 0.18
H -0.972 2.559 4.959 0.18
H 2.282 2.954 1.377 0.45
H -1.308 1.799 0.096 0.47
H 0.046 -5.912 1.567 0.30
H 2.495 -4.832 2.242 0.32
H -3.498 2.575 0.150 0.30
H -3.145 -2.637 -0.117 0.06
H 0.461 -0.365 -7.455 0.28
H -3.750 0.440 -0.311 0.35
H 1.299 1.818 0.243 0.14
H 0.187 -0.182 2.293 -0.12
H -5.065 -1.126 1.994 0.15
H -2.672 -1.575 2.951 0.20
H 2.794 -2.910 1.897 0.32
H 0.706 -0.811 -4.835 0.28
H 2.399 5.018 2.587 0.21
H -0.046 3.782 7.186 0.26
H -3.748 2.305 1.853 0.30
H -5.462 -1.074 0.166 0.43
H -4.855 -3.339 0.355 0.38
```

Results
F_max in eV/A: 8.03
HOMO in eV: -8.960
DFT total energy in eV: -89816.9069

***

Computed, not measured: 2 unconnected molecules or ions with the total composition C3H3N, with the ωB97M-V functional and the def2-TZVPD basis.

The geometry in XYZ format:
```
7
Properties=species:S:1:pos:R:3:nbo_charge:R:1
N -1.762 0.119 -0.168 -0.75
C 1.299 -0.557 0.647 -0.24
C 1.280 0.219 -0.303 -0.24
C -2.572 0.363 -0.973 0.29
H 1.096 1.194 -0.718 0.25
H -0.818 0.008 0.151 0.44
H 1.477 -1.346 1.363 0.25
```

Results
ΔE to the lowest compared entry with this formula, charge and spin in kcal per mole: 62.6
F_max in eV/A: 2.73
HOMO in eV: -11.281
DFT total energy in eV: -4645.8108

***

Computed, not measured: a molecular structure, C33H23AsBrN3ORhS, with the ωB97M-V functional and the def2-TZVPD basis.

The geometry in XYZ format:
```
64
Properties=species:S:1:pos:R:3:lowdin_spin:R:1
Rh -0.402 -0.358 -0.802 1.93
Br 3.720 5.410 4.682 0.03
As -1.625 -2.268 0.283 0.11
S -1.147 0.897 0.934 0.46
O 0.215 1.044 -2.492 0.09
N 1.755 0.131 -0.476 0.06
N 5.658 3.769 -0.791 0.39
N 4.898 3.585 -1.784 0.17
C -3.368 -0.568 -1.456 0.04
C -1.774 -5.034 1.027 0.01
C -1.876 -2.083 -2.602 0.04
C -3.374 -0.692 -3.858 0.03
C 3.074 3.055 -3.123 0.00
C 2.222 1.131 -1.240 0.02
C 1.343 1.534 -2.374 0.02
C 3.826 4.590 0.639 0.07
C -2.706 -1.327 1.579 0.03
C -2.378 -1.659 -3.822 0.00
C 2.505 -0.323 0.516 0.01
C 3.776 0.185 0.771 0.00
C 3.858 2.813 -1.933 0.09
C -3.162 0.734 2.745 0.04
C -3.867 -0.148 -2.680 0.00
C -4.065 -5.617 -0.431 0.00
C -3.527 -4.339 -0.477 0.01
C 4.300 4.906 2.967 0.08
C 3.457 1.737 -1.027 0.01
C -3.463 -6.599 0.343 0.00
C -2.417 0.023 1.805 0.04
C -4.175 0.107 3.453 0.00
C 6.039 4.135 1.519 0.07
C -2.380 -4.048 0.255 0.05
C -4.456 -1.233 3.229 0.03
C 1.878 2.476 -3.333 0.03
C 5.141 4.155 0.449 0.01
C -2.320 -6.309 1.073 0.00
C 5.615 4.496 2.783 -0.01
C -3.722 -1.948 2.291 0.00
C 3.407 4.965 1.900 -0.01
C -2.361 -1.539 -1.402 -0.01
C 4.257 1.219 0.001 0.01
H -3.886 -7.593 0.376 0.00
H 3.140 4.655 -0.196 0.00
H -4.643 0.604 -2.712 0.00
H 4.371 -0.236 1.568 0.00
H -4.956 -5.844 -1.000 0.00
H 1.272 2.702 -4.198 0.00
H -3.766 -0.359 -4.809 0.00
H -1.850 -7.076 1.673 0.00
H 5.248 1.610 0.179 0.00
H -3.943 -2.994 2.120 0.00
H -0.876 -4.815 1.593 0.00
H -5.244 -1.724 3.783 0.00
H -1.999 -2.085 -4.740 0.00
H 2.397 5.312 2.062 0.00
H 2.082 -1.121 1.114 0.00
H -2.940 1.778 2.916 0.00
H 7.061 3.830 1.339 0.00
H -4.004 -3.575 -1.080 0.00
H -1.113 -2.856 -2.576 0.01
H 6.298 4.474 3.619 0.00
H -3.755 -0.141 -0.539 0.00
H 3.472 3.783 -3.816 0.00
H -4.744 0.667 4.181 0.00
```

Results
F_max in eV/A: 0.42
Net charge: +1
Expectation value of S²: 6.060
HOMO (spin up / spin down) in eV: -10.305 / -11.020
Spin multiplicity: 5
DFT total energy in eV: -185828.2344

***

Computed, not measured: a gas-phase ion, C5H15N2 (charge +1), with the ωB97M-V functional and the def2-TZVPD basis.

The geometry in XYZ format:
```
22
Properties=species:S:1:pos:R:3:nbo_charge:R:1
N 1.581 -1.349 -0.180 -0.63
N -2.128 -0.538 0.327 -0.68
C 0.532 -0.801 -1.059 -0.23
C -0.030 0.524 -0.552 -0.44
C -0.958 0.392 0.649 -0.05
C -1.546 1.744 1.009 -0.65
C 2.822 -0.600 -0.097 -0.42
H -2.993 -0.301 0.804 0.44
H 3.491 -1.055 0.621 0.22
H -1.878 -1.495 0.567 0.45
H 2.606 0.443 0.118 0.18
H 3.395 -0.517 -1.040 0.18
H 0.874 -0.716 -2.107 0.20
H -0.375 0.071 1.509 0.25
H -0.518 1.034 -1.384 0.22
H -2.366 1.688 1.723 0.23
H -0.783 2.335 1.527 0.26
H -1.730 2.373 0.137 0.23
H -2.322 -0.490 -0.678 0.44
H 0.760 1.123 -0.114 0.25
H -0.199 -1.605 -1.213 0.18
H 1.763 -2.261 -0.569 0.37
```

Results
ΔE to the lowest compared entry with this formula, charge and spin in kcal per mole: 24.5
F_max in eV/A: 1.42
Net charge: +1
HOMO in eV: -12.451
DFT total energy in eV: -8401.6123

***

Computed, not measured: a single C5H13NO2 molecule, with the ωB97M-V functional and the def2-TZVPD basis.

The geometry in XYZ format:
```
21
Properties=species:S:1:pos:R:3:nbo_charge:R:1
O 3.179 0.998 -0.199 -0.73
O -2.909 0.645 -0.487 -0.72
N -0.604 -0.722 0.883 -0.65
C -0.510 0.330 -0.128 -0.07
C 0.817 1.082 -0.074 -0.42
C -1.690 1.287 -0.139 -0.06
C -0.525 -2.083 0.397 -0.41
C 2.015 0.178 -0.218 -0.05
H -1.306 -2.366 -0.337 0.16
H 0.932 1.646 0.845 0.21
H 1.937 -0.339 -1.181 0.15
H -1.852 1.784 0.814 0.17
H 0.433 -2.278 -0.062 0.19
H 2.072 -0.567 0.572 0.17
H -0.557 -0.160 -1.117 0.17
H -2.748 -0.302 -0.527 0.46
H 3.938 0.468 0.084 0.47
H -0.625 -2.772 1.235 0.21
H 0.867 1.756 -0.936 0.21
H -1.400 -0.605 1.492 0.37
H -1.462 2.020 -0.918 0.18
```

Results
ΔE to the lowest compared entry with this formula, charge and spin in kcal per mole: 41.0
F_max in eV/A: 0.62
HOMO in eV: -9.048
DFT total energy in eV: -10980.0991

***

Computed, not measured: a molecular structure, C14H32Cl2NO2P2Zr, with the ωB97M-V functional and the def2-TZVPD basis.

The geometry in XYZ format:
```
54
Properties=species:S:1:pos:R:3:nbo_charge:R:1
Zr 0.728 -0.016 -1.060 1.54
Cl 1.714 -0.295 -3.385 -0.22
Cl 2.797 0.282 0.117 -0.28
P 0.452 2.625 -1.519 0.85
P 0.757 -2.711 -1.294 0.87
O -0.528 0.026 0.548 -0.81
O -1.355 -0.566 -2.170 -0.43
N -1.964 0.164 2.244 -0.48
C -1.155 0.005 -4.602 -0.81
C -0.707 3.397 -0.344 -0.93
C 2.034 3.488 -1.165 -0.91
C -0.088 0.307 4.878 -0.41
C 0.469 -3.451 -2.929 -0.94
C -0.484 -3.494 -0.228 -0.94
C 0.806 0.001 3.677 -0.39
C -0.841 -0.084 -3.184 0.84
C -1.419 0.976 4.561 -0.42
C 2.366 -3.385 -0.753 -0.92
C 0.202 -0.952 2.649 -0.51
C -2.343 0.127 3.673 -0.24
C -0.058 3.265 -3.135 -0.94
C -0.795 -0.253 1.779 0.75
H 0.989 -1.407 2.023 0.24
H 2.501 -3.210 0.325 0.27
H 1.724 -0.467 4.044 0.26
H -2.350 -0.926 4.004 0.23
H -0.676 0.962 -4.913 0.32
H 0.673 -4.527 -2.854 0.29
H 1.128 -2.988 -3.674 0.27
H -1.701 2.952 -0.485 0.25
H -0.305 -1.784 3.152 0.27
H 1.954 4.524 -1.526 0.28
H -2.241 -0.014 -4.862 0.35
H -3.365 0.528 3.729 0.25
H 3.170 -2.864 -1.296 0.27
H -0.451 -4.582 -0.379 0.29
H -1.475 -3.101 -0.492 0.25
H -0.300 -3.259 0.829 0.25
H 2.378 -4.462 -0.981 0.28
H -1.943 1.180 5.509 0.27
H 0.614 2.882 -3.916 0.26
H -0.744 4.481 -0.523 0.29
H -2.654 0.499 1.557 0.44
H 2.245 3.467 -0.087 0.27
H -0.019 4.363 -3.099 0.29
H -0.266 -0.611 5.457 0.22
H 1.118 0.928 3.188 0.21
H -0.603 -0.784 -5.140 0.36
H -1.082 2.934 -3.354 0.24
H 0.458 0.980 5.551 0.25
H 2.847 2.966 -1.689 0.27
H -0.387 3.209 0.691 0.26
H -0.571 -3.283 -3.239 0.25
H -1.259 1.956 4.089 0.21
```

Results
F_max in eV/A: 6.61
Net charge: +3
HOMO (spin up / spin down) in eV: -18.993 / -18.993
DFT total energy in eV: -65501.9458

***

Computed, not measured: 2 unconnected molecules or ions with the total composition CH6F3PSi2, with the ωB97M-V functional and the def2-TZVPD basis.

The geometry in XYZ format:
```
13
Properties=species:S:1:pos:R:3:nbo_charge:R:1
P 1.466 -0.008 -0.117 2.23
Si -0.757 1.929 0.178 0.89
Si -1.051 -1.857 0.142 0.94
F 2.757 0.883 -0.525 -0.54
F 1.573 -0.883 -1.528 -0.58
F 2.376 -1.060 0.630 -0.57
C 0.073 0.363 0.769 -1.43
H -1.559 1.813 -1.024 -0.18
H -0.599 -1.705 -1.170 -0.16
H -2.509 -1.724 0.378 -0.14
H -0.395 -2.934 0.900 -0.14
H -1.470 2.168 1.441 -0.17
H 0.095 3.016 -0.074 -0.17
```

Results
ΔE to the lowest compared entry with this formula, charge and spin in kcal per mole: 39.8
F_max in eV/A: 3.45
HOMO in eV: -9.245
DFT total energy in eV: -34329.4941

***

Computed, not measured: a molecular structure, C11H18BCeN7O6P2, with the ωB97M-V functional and the def2-TZVPD basis.

The geometry in XYZ format:
```
46
Properties=species:S:1:pos:R:3:mulliken_charge:R:1
Ce 0.304 0.823 0.154 1.23
P 3.417 0.247 -1.152 0.86
P 1.008 -1.600 -2.210 0.59
O 4.134 -0.235 0.194 -0.52
O 4.270 0.929 -2.150 -0.74
O 2.283 1.208 -0.609 -0.41
O 0.776 -0.218 -3.143 -0.57
O 0.361 -1.264 -0.877 -0.34
O 0.687 -2.806 -3.026 -0.69
N 3.366 -1.485 -3.303 -0.22
N -1.915 1.285 -0.820 -0.32
N -2.039 -0.347 2.122 -0.04
N -2.882 0.844 0.107 0.32
N -0.592 2.408 1.584 0.24
N -0.696 -0.667 1.702 0.38
N -1.974 2.266 1.951 -0.08
C -1.397 -2.184 3.265 -1.04
C -3.934 0.400 -0.597 -0.16
C -2.410 1.106 -2.059 -0.15
C -2.389 -1.220 3.071 -0.08
C -1.026 3.942 3.161 -1.04
C 2.808 -1.358 -1.863 0.40
C -2.199 3.168 2.908 -0.03
C -0.074 3.403 2.297 -0.04
C 3.271 -2.668 -1.077 -1.42
C -3.735 0.579 -1.962 -1.00
C -0.355 -1.774 2.381 -0.19
B -2.776 0.928 1.608 -0.08
H 5.038 0.109 0.374 0.38
H 0.940 3.704 1.972 0.43
H 0.649 -2.238 2.272 0.41
H 2.728 -3.497 -1.520 0.50
H -3.175 3.375 3.358 0.46
H -4.793 0.016 -0.098 0.52
H -3.355 -1.219 3.529 0.47
H 2.987 -2.548 -0.006 0.30
H -3.836 1.097 2.129 -0.03
H 3.397 -0.544 -3.761 0.38
H 4.352 -2.881 -1.193 0.44
H -4.382 0.296 -2.762 0.43
H 2.765 -2.099 -3.848 0.35
H -0.901 4.691 3.930 0.42
H 4.292 -1.916 -3.274 0.36
H -1.336 -2.942 4.012 0.42
H -1.795 1.382 -2.907 0.60
H 0.133 -0.499 -3.867 0.34
```

Results
F_max in eV/A: 2.70
Net charge: +2
HOMO in eV: -15.259
DFT total energy in eV: -66590.8895

***

Which value of F_max does entry 6 give? 1.42 eV/A

***

Which formula does entry 10 have? C11H18BCeN7O6P2

***

F_max of number 8 (C14H32Cl2NO2P2Zr)? 6.61 eV/A

***

Which value of F_max does entry 8 give? 6.61 eV/A